The following is a quantum chemistry calculation of a molecular structure, C24H23ClCoF4N2O2PS2, from the Open Molecules 2025 dataset.

Calculated values
Multiplicity   2
Net charge   -1
Gap between HOMO and LUMO (spin up / spin down)   7.43 / 7.49 eV

Geometry (Å):
Co1 0.49 -0.55 -1.40
C1 -2.01 -0.98 -2.94
N1 -1.49 -0.17 -1.83
C2 -2.25 -0.48 -0.61
C3 -1.58 1.26 -2.16
C4 -0.53 2.04 -1.39
N2 0.72 1.34 -1.60
C5 1.91 1.97 -1.47
C6 3.09 1.24 -1.77
F1 2.95 -0.04 -2.19
C7 4.35 1.76 -1.67
F2 5.40 0.98 -1.96
C8 4.57 3.07 -1.28
C9 3.44 3.82 -1.03
F3 3.58 5.11 -0.66
C10 2.16 3.31 -1.13
F4 1.15 4.17 -0.86
H1 -3.04 -0.70 -3.16
H2 -1.98 -2.03 -2.66
H3 -1.39 -0.83 -3.82
H4 -3.32 -0.28 -0.76
H5 -1.89 0.13 0.22
H6 -2.12 -1.53 -0.36
H7 -2.59 1.63 -1.97
H8 -1.36 1.36 -3.22
H9 -0.79 2.11 -0.32
H10 -0.52 3.06 -1.77
H11 5.56 3.48 -1.19
Cl1 -1.05 -5.15 -1.79
C11 0.46 -4.56 -2.55
C12 0.63 -3.04 -2.52
O1 1.30 -2.54 -3.42
O2 0.09 -2.44 -1.54
H12 0.45 -4.90 -3.58
H13 1.29 -5.02 -2.02
S1 2.29 -0.60 3.80
P1 1.06 -0.61 2.27
S2 1.93 -0.95 0.47
C13 -0.28 -1.82 2.56
C14 -0.91 -1.83 3.81
C15 -1.93 -2.73 4.07
C16 -2.31 -3.65 3.10
C17 -1.67 -3.66 1.87
C18 -0.65 -2.75 1.60
C19 0.20 1.00 2.19
C20 0.99 2.13 1.97
C21 0.43 3.40 1.98
C22 -0.93 3.56 2.20
C23 -1.73 2.44 2.42
C24 -1.16 1.17 2.42
H14 -0.59 -1.13 4.57
H15 -2.42 -2.73 5.04
H16 -3.10 -4.37 3.30
H17 -1.94 -4.39 1.11
H18 -0.15 -2.76 0.64
H19 2.06 2.00 1.80
H20 1.06 4.26 1.81
H21 -1.37 4.55 2.21
H22 -2.79 2.56 2.59
H23 -1.79 0.31 2.60

Atom charges from the Löwdin analysis, given in e for atoms 1 to 8: number 1, Co, carries 0.451; number 2, C, carries -0.069; number 3, N, carries -0.312; number 4, C, carries -0.051; number 5, C, carries -0.176; number 6, C, carries -0.203; number 7, N, carries -0.060; number 8, C, carries -0.185

***

The following is a quantum chemistry calculation of a molecular structure, C24H23ClIrOP in a non-equilibrium geometry, from the Open Molecules 2025 dataset.

Calculated values
Multiplicity   5
Gap between HOMO and LUMO (spin up / spin down)   7.09 / 6.62 eV

Geometry (Å):
C1 -1.16 -1.53 1.24
C2 -1.04 -1.91 -0.15
C3 0.39 -2.12 -0.46
H1 -1.89 -2.11 -0.82
C4 1.19 -1.70 0.76
C5 0.18 -1.30 1.87
H2 0.68 -1.33 2.83
H3 -2.05 -1.10 1.73
H4 0.83 -2.49 -1.36
H5 2.29 -1.68 0.88
Ir1 0.09 -0.06 -0.19
Cl1 1.77 1.29 -0.45
P1 0.12 0.34 -3.77
C6 1.21 -0.71 -4.83
C7 0.78 -1.43 -5.95
H6 -0.27 -1.38 -6.28
C8 1.69 -2.21 -6.68
H7 1.35 -2.77 -7.56
C9 3.04 -2.28 -6.28
H8 3.75 -2.89 -6.86
C10 3.47 -1.56 -5.15
H9 4.52 -1.61 -4.84
C11 2.57 -0.79 -4.42
H10 2.90 -0.24 -3.53
C12 -1.53 -0.08 -4.49
C13 -2.16 -1.22 -3.93
H11 -1.67 -1.79 -3.14
C14 -3.42 -1.62 -4.41
H12 -3.90 -2.51 -4.00
C15 -4.06 -0.89 -5.43
H13 -5.04 -1.20 -5.80
C16 -3.43 0.25 -5.96
H14 -3.93 0.83 -6.75
C17 -2.17 0.66 -5.50
H15 -1.70 1.54 -5.93
C18 0.40 1.99 -4.56
C19 1.11 2.19 -5.76
H16 1.54 1.34 -6.30
C20 1.28 3.49 -6.27
H17 1.83 3.64 -7.20
C21 0.74 4.59 -5.59
H18 0.87 5.61 -5.99
C22 0.03 4.39 -4.39
H19 -0.40 5.25 -3.86
C23 -0.13 3.11 -3.87
H20 -0.67 2.95 -2.93
C24 -0.14 0.36 3.60
O1 0.13 0.56 2.11
H21 -0.78 1.21 3.66
H22 0.91 0.38 4.08
H23 -0.65 -0.63 4.02

Atom charges from the Löwdin analysis, given in e for atoms 1 to 8: number 1, C, carries -0.155; number 2, C, carries -0.283; number 3, C, carries -0.269; number 4, H, carries 0.092; number 5, C, carries -0.201; number 6, C, carries -0.264; number 7, H, carries 0.089; number 8, H, carries 0.114

***

The following is a quantum chemistry calculation of a molecular structure, C24H23N3O2PdSeSi in a non-equilibrium geometry, from the Open Molecules 2025 dataset.

Calculated values
Multiplicity   1
Gap between HOMO and LUMO (spin up / spin down)   5.18 / 5.18 eV

Geometry (Å):
Pd1 0.11 0.73 0.16
O1 -1.07 2.00 1.52
C1 -1.71 2.94 0.95
C2 -3.13 3.07 1.13
C3 -3.79 4.15 0.67
C4 -3.10 5.19 -0.04
C5 -1.77 5.08 -0.28
C6 -1.03 3.94 0.16
C7 0.31 3.83 -0.21
N1 1.05 2.73 -0.07
N2 2.32 2.87 -0.29
C8 2.94 1.62 -0.38
O2 2.31 0.56 -0.43
C9 4.42 1.64 -0.44
C10 5.10 0.43 -0.49
C11 6.48 0.41 -0.48
C12 7.19 1.61 -0.43
C13 6.51 2.82 -0.39
C14 5.13 2.84 -0.39
H1 -3.63 2.28 1.67
H2 -4.85 4.25 0.83
H3 -3.65 6.05 -0.38
H4 -1.25 5.84 -0.84
H5 0.80 4.68 -0.68
H6 4.53 -0.49 -0.53
H7 7.01 -0.53 -0.51
H8 8.27 1.60 -0.41
H9 7.06 3.75 -0.35
H10 4.58 3.77 -0.36
Se1 0.16 -0.79 1.93
C15 0.52 -2.53 1.24
C16 1.09 -2.77 0.00
C17 1.30 -4.08 -0.39
N3 1.00 -5.14 0.37
C18 0.49 -4.89 1.57
C19 0.22 -3.61 2.05
H11 1.36 -1.96 -0.67
H12 1.73 -4.30 -1.36
H13 0.25 -5.75 2.18
H14 -0.23 -3.49 3.02
C20 -3.73 -3.01 -2.36
Si1 -3.51 -2.54 -0.57
C21 -3.01 -4.02 0.45
C22 -5.08 -1.78 0.10
C23 -2.16 -1.30 -0.41
C24 -1.25 -0.49 -0.37
H15 -4.55 -3.73 -2.46
H16 -2.83 -3.47 -2.77
H17 -3.98 -2.14 -2.97
H18 -3.74 -4.84 0.35
H19 -2.95 -3.76 1.51
H20 -2.04 -4.39 0.14
H21 -5.92 -2.47 0.02
H22 -5.33 -0.87 -0.45
H23 -4.95 -1.51 1.15

Atom charges from the Löwdin analysis, given in e for atoms 1 to 8: number 1, Pd, carries 0.739; number 2, O, carries -0.105; number 3, C, carries -0.356; number 4, C, carries 0.004; number 5, C, carries -0.068; number 6, C, carries -0.071; number 7, C, carries -0.043; number 8, C, carries -0.128

***

The following is a quantum chemistry calculation of a single C24H23N3O3 molecule, from the Open Molecules 2025 dataset.

Calculated values
Multiplicity   1
Gap between HOMO and LUMO   8.96 eV
SMILES string   COc1ccc(CCNC(=O)/C(=C/c2cccnc2)NC(=O)c2ccccc2)cc1

Geometry (Å):
C1 5.28 2.30 0.41
H1 4.95 2.22 1.45
O1 4.28 1.85 -0.48
C2 3.89 0.54 -0.41
C3 2.92 0.15 -1.33
C4 2.44 -1.15 -1.33
C5 2.92 -2.09 -0.42
C6 3.89 -1.69 0.49
C7 4.38 -0.39 0.50
H2 5.13 -0.12 1.23
H3 4.28 -2.40 1.20
C8 2.37 -3.48 -0.39
H4 3.16 -4.21 -0.22
H5 1.89 -3.71 -1.35
C9 1.32 -3.62 0.73
N1 0.28 -2.64 0.61
C10 -0.93 -2.91 0.07
O2 -1.28 -4.03 -0.27
C11 -1.84 -1.72 -0.05
C12 -3.16 -1.92 -0.12
C13 -4.19 -0.90 -0.27
C14 -5.39 -1.00 0.44
C15 -6.33 0.00 0.29
C16 -6.06 1.06 -0.56
N2 -4.94 1.14 -1.27
C17 -4.04 0.19 -1.13
H6 -3.16 0.29 -1.75
H7 -6.75 1.87 -0.69
H8 -7.27 -0.04 0.83
H9 -5.56 -1.83 1.10
H10 -3.50 -2.95 -0.01
N3 -1.23 -0.45 -0.04
C18 -1.67 0.61 0.70
O3 -2.59 0.53 1.49
C19 -0.93 1.87 0.43
C20 -1.67 3.05 0.38
C21 -1.04 4.26 0.12
C22 0.33 4.29 -0.08
C23 1.07 3.12 -0.01
C24 0.45 1.92 0.25
H11 1.04 1.02 0.33
H12 2.14 3.15 -0.15
H13 0.82 5.23 -0.29
H14 -1.62 5.17 0.07
H15 -2.74 3.00 0.53
H16 -0.43 -0.31 -0.65
H17 0.49 -1.69 0.89
H18 0.84 -4.60 0.66
H19 1.80 -3.51 1.71
H20 1.69 -1.44 -2.05
H21 2.56 0.88 -2.03
H22 5.44 3.35 0.16
H23 6.22 1.75 0.28

Atom charges from the Löwdin analysis, given in e for atoms 1 to 8: number 1, C, carries -0.086; number 2, H, carries 0.097; number 3, O, carries -0.105; number 4, C, carries -0.286; number 5, C, carries -0.022; number 6, C, carries -0.048; number 7, C, carries -0.254; number 8, C, carries -0.032

***

The following is a quantum chemistry calculation of a molecular structure, C24H23N5PdSTe in a non-equilibrium geometry, from the Open Molecules 2025 dataset.

Calculated values
Multiplicity   5
Net charge   +4
Gap between HOMO and LUMO (spin up / spin down)   6.24 / 3.99 eV

Geometry (Å):
Pd1 0.18 -0.23 -0.57
N1 1.60 -2.74 -2.68
C1 0.28 -2.96 -2.39
C2 -0.32 -4.13 -2.91
C3 -1.65 -4.37 -2.69
C4 -2.40 -3.46 -1.95
C5 -1.75 -2.35 -1.45
N2 -0.46 -2.10 -1.67
C6 2.45 -1.70 -2.39
C7 3.76 -1.77 -2.92
C8 4.64 -0.73 -2.70
C9 4.22 0.37 -1.95
C10 2.94 0.36 -1.44
N3 2.08 -0.64 -1.66
H1 2.02 -3.46 -3.26
H2 0.28 -4.83 -3.48
H3 -2.12 -5.25 -3.10
H4 -3.45 -3.62 -1.76
H5 -2.29 -1.62 -0.83
H6 4.06 -2.64 -3.49
H7 5.64 -0.77 -3.11
H8 4.88 1.20 -1.77
H9 2.57 1.19 -0.83
C11 -1.21 -0.42 3.71
Te1 0.23 -0.79 2.12
C12 1.66 -0.39 3.70
C13 0.94 -0.37 5.01
C14 1.63 -0.36 6.21
C15 0.93 -0.34 7.41
C16 -0.48 -0.35 7.41
C17 -1.18 -0.32 6.21
C18 -0.48 -0.35 5.01
H10 -1.94 -1.24 3.71
H11 -1.76 0.51 3.51
H12 2.19 0.55 3.51
H13 2.41 -1.19 3.69
H14 2.71 -0.38 6.23
H15 1.46 -0.30 8.35
H16 -1.01 -0.40 8.35
H17 -2.26 -0.32 6.22
N4 -3.31 5.05 -4.31
C19 -2.87 4.97 -3.07
S1 -3.12 6.28 -2.04
C20 -2.17 3.77 -2.56
C21 -1.70 3.73 -1.24
C22 -1.04 2.61 -0.77
N5 -0.82 1.53 -1.53
C23 -1.25 1.55 -2.79
C24 -1.92 2.64 -3.34
H18 -3.78 5.88 -4.63
H19 -3.21 4.32 -5.01
H20 -1.86 4.57 -0.57
H21 -0.66 2.58 0.25
H22 -1.06 0.67 -3.39
H23 -2.23 2.57 -4.37

Atom charges from the Löwdin analysis, given in e for atoms 1 to 8: number 1, Pd, carries 0.702; number 2, N, carries 0.148; number 3, C, carries -0.260; number 4, C, carries 0.042; number 5, C, carries 0.006; number 6, C, carries -0.015; number 7, C, carries -0.140; number 8, N, carries 0.017

***

The following is a quantum chemistry calculation of a molecular structure, C24H24BBr36O5P in a non-equilibrium geometry, from the Open Molecules 2025 dataset.

Calculated values
Multiplicity   1
Gap between HOMO and LUMO   6.28 eV

Geometry (Å):
C1 -2.02 -3.44 -5.47
P1 -0.50 -2.60 -6.25
C2 0.74 -3.84 -7.01
C3 0.43 -1.44 -5.05
C4 1.58 -1.96 -3.97
C5 2.36 -0.86 -3.00
B1 3.55 -1.29 -1.94
O1 3.40 -2.18 -0.77
O2 4.93 -0.76 -2.23
C6 2.01 0.78 -3.07
O3 2.73 1.75 -2.22
C7 0.87 1.28 -4.14
C8 0.08 0.17 -5.11
C9 -1.05 0.81 -6.17
O4 -2.22 0.24 -6.47
C10 -0.60 2.29 -6.81
C11 0.11 3.30 -5.92
C12 0.46 2.89 -4.34
O5 0.37 3.77 -3.33
H1 -1.76 -4.36 -4.79
H2 -2.73 -2.66 -4.91
H3 -2.68 -3.86 -6.36
H4 1.77 -3.26 -7.17
H5 0.36 -4.13 -8.09
H6 0.98 -4.76 -6.33
H7 1.88 -3.10 -3.87
H8 2.43 -2.39 -0.61
H9 5.02 -0.85 -3.24
H10 2.26 1.80 -1.33
H11 -0.85 2.49 -7.95
H12 0.43 4.33 -6.40
C13 0.47 0.61 1.28
Br1 0.25 2.25 0.26
Br2 1.62 -0.67 0.36
Br3 1.09 0.96 3.09
H13 -0.52 0.15 1.36
C14 2.99 2.90 6.54
Br4 3.26 3.43 8.39
Br5 4.69 2.68 5.60
Br6 1.87 1.32 6.39
H14 2.46 3.72 6.04
C15 -2.91 1.30 4.30
Br7 -3.04 1.18 2.37
Br8 -4.53 2.04 5.09
Br9 -2.42 -0.40 5.10
H15 -2.10 2.01 4.53
C16 -6.88 2.09 0.16
Br10 -7.10 3.73 -0.86
Br11 -5.73 0.81 -0.75
Br12 -6.27 2.45 1.97
H16 -7.87 1.63 0.24
C17 -4.00 0.89 8.72
Br13 -3.71 -1.01 9.01
Br14 -5.47 1.56 9.80
Br15 -2.37 1.92 9.00
H17 -4.28 1.02 7.68
C18 3.91 4.75 1.65
Br16 2.64 5.00 3.09
Br17 5.72 5.26 2.18
Br18 3.85 2.95 0.93
H18 3.62 5.43 0.84
C19 -6.59 -1.99 1.90
Br19 -6.10 -3.01 0.31
Br20 -8.26 -2.62 2.67
Br21 -5.15 -1.95 3.21
H19 -6.75 -0.96 1.57
C20 5.14 7.03 5.65
Br22 6.45 6.09 6.74
Br23 3.32 6.61 6.19
Br24 5.47 8.94 5.62
H20 5.26 6.66 4.63
C21 -4.96 -6.33 3.00
Br25 -6.24 -6.09 4.45
Br26 -3.16 -5.83 3.53
Br27 -5.02 -8.14 2.28
H21 -5.26 -5.66 2.19
C22 4.00 -2.55 5.18
Br28 5.31 -3.49 6.27
Br29 2.18 -2.97 5.72
Br30 4.33 -0.63 5.14
H22 4.13 -2.91 4.15
C23 0.59 1.72 -10.89
Br31 0.85 2.25 -9.03
Br32 2.28 1.49 -11.82
Br33 -0.54 0.14 -11.04
H23 0.05 2.54 -11.38
C24 2.97 -5.80 0.75
Br34 2.23 -4.72 2.19
Br35 2.50 -5.10 -1.00
Br36 4.89 -6.04 0.94
H24 2.51 -6.79 0.83

Atom charges from the Löwdin analysis, given in e for atoms 1 to 8: number 1, C, carries -0.340; number 2, P, carries 0.825; number 3, C, carries -0.351; number 4, C, carries -0.287; number 5, C, carries 0.024; number 6, C, carries 0.007; number 7, B, carries -0.528; number 8, O, carries -0.157

***

The following is a quantum chemistry calculation of a molecular structure, C24H24BrClN3O4S2Zn in a non-equilibrium geometry, from the Open Molecules 2025 dataset.

Calculated values
Multiplicity   1
Net charge   +1
Gap between HOMO and LUMO   7.56 eV

Geometry (Å):
Zn1 2.07 -1.50 0.13
C1 6.75 -4.16 1.05
C2 5.87 -3.01 1.43
C3 6.28 -2.09 2.39
C4 5.43 -1.06 2.76
C5 4.21 -0.97 2.13
Br1 3.02 0.39 2.64
N1 3.81 -1.81 1.18
C6 4.63 -2.82 0.85
H1 7.67 -4.14 1.63
H2 7.00 -4.12 -0.01
H3 6.24 -5.10 1.23
H4 7.25 -2.19 2.85
H5 5.70 -0.34 3.52
H6 4.25 -3.49 0.09
S1 0.07 -1.27 1.42
C7 -0.68 -0.04 0.56
N2 -1.89 0.36 0.93
C8 -2.54 1.47 0.26
C9 -2.23 1.41 -1.22
N3 -0.79 1.38 -1.40
C10 -0.27 2.23 -2.45
C11 -0.50 3.67 -2.08
C12 0.11 4.19 -0.93
C13 -0.09 5.51 -0.58
C14 -0.89 6.32 -1.36
C15 -1.51 5.82 -2.49
C16 -1.32 4.49 -2.84
C17 -0.03 0.68 -0.57
S2 1.65 0.73 -0.73
C18 -2.67 -0.30 1.96
C19 -3.73 -1.16 1.32
C20 -3.37 -2.19 0.45
C21 -4.34 -2.95 -0.17
C22 -5.68 -2.70 0.07
C23 -6.05 -1.70 0.95
C24 -5.08 -0.93 1.57
H7 -2.18 2.41 0.68
H8 -3.62 1.39 0.42
H9 -2.60 2.31 -1.72
H10 -2.68 0.53 -1.69
H11 -0.80 1.99 -3.38
H12 0.79 2.03 -2.59
H13 0.74 3.55 -0.33
H14 0.39 5.90 0.30
H15 -1.03 7.36 -1.09
H16 -2.13 6.45 -3.10
H17 -1.80 4.10 -3.73
H18 -3.14 0.47 2.58
H19 -2.00 -0.90 2.58
H20 -2.33 -2.39 0.25
H21 -4.05 -3.74 -0.85
H22 -6.44 -3.28 -0.43
H23 -7.09 -1.51 1.17
H24 -5.36 -0.15 2.26
O1 2.53 -2.23 -1.88
Cl1 1.38 -3.06 -1.62
O2 1.60 -3.56 -0.29
O3 1.22 -4.08 -2.55
O4 0.26 -2.18 -1.55

Atom charges from the Löwdin analysis, given in e for atoms 1 to 8: number 1, Zn, carries 0.357; number 2, C, carries -0.028; number 3, C, carries -0.224; number 4, C, carries 0.015; number 5, C, carries -0.075; number 6, C, carries -0.710; number 7, Br, carries 0.814; number 8, N, carries -0.031

***

The following is a quantum chemistry calculation of a molecular structure, C24H24BrO5PbSi, from the Open Molecules 2025 dataset.

Calculated values
Multiplicity   1
Net charge   +1
Gap between HOMO and LUMO   6.96 eV

Geometry (Å):
Pb1 0.40 0.34 1.45
O1 0.05 -2.02 0.58
C1 0.99 -1.90 -0.54
C2 2.38 -1.57 0.09
O2 3.37 -2.20 -0.14
O3 2.32 -0.57 0.94
C3 0.49 -0.68 -1.31
C4 1.39 0.23 -1.88
C5 0.93 1.27 -2.66
C6 -0.44 1.41 -2.89
C7 -1.33 0.51 -2.34
C8 -0.87 -0.54 -1.56
C9 0.97 -3.15 -1.38
C10 0.00 -4.13 -1.20
C11 -0.02 -5.25 -2.02
C12 0.92 -5.40 -3.02
C13 1.88 -4.42 -3.21
C14 1.91 -3.30 -2.40
H1 0.28 -2.82 1.07
H2 2.45 0.12 -1.70
H3 1.63 1.97 -3.09
H4 -0.80 2.23 -3.50
H5 -2.39 0.61 -2.52
H6 -1.57 -1.26 -1.15
H7 -0.77 -4.01 -0.45
H8 -0.78 -6.01 -1.86
H9 0.90 -6.28 -3.65
H10 2.62 -4.53 -3.99
H11 2.67 -2.55 -2.55
Br1 0.70 5.00 -0.52
C15 -1.11 4.56 -0.81
C16 -1.88 5.53 -1.45
C17 -3.22 5.30 -1.71
C18 -3.82 4.11 -1.32
C19 -3.06 3.15 -0.67
C20 -1.70 3.36 -0.41
C21 -0.99 2.25 0.25
O4 0.29 2.24 0.33
O5 -1.63 1.26 0.71
H12 -1.41 6.45 -1.75
H13 -3.80 6.06 -2.21
H14 -4.86 3.93 -1.52
H15 -3.50 2.22 -0.36
C22 2.28 -1.14 4.08
Si1 0.78 -0.08 4.21
C23 -0.85 -0.88 4.56
C24 0.97 1.67 4.73
H16 2.64 -1.35 5.09
H17 3.07 -0.64 3.53
H18 2.06 -2.09 3.59
H19 -0.96 -1.01 5.64
H20 -0.92 -1.87 4.11
H21 -1.68 -0.26 4.22
H22 1.06 1.71 5.82
H23 0.11 2.28 4.45
H24 1.88 2.12 4.32

Atom charges from the Löwdin analysis, given in e for atoms 1 to 8: number 1, Pb, carries 1.629; number 2, O, carries -0.099; number 3, C, carries -0.333; number 4, C, carries -0.572; number 5, O, carries 0.145; number 6, O, carries -0.201; number 7, C, carries -0.203; number 8, C, carries -0.012

***

no.,total energy (Eh)
1,-4568.6729
2,-1909.1607
3,-4061.7560
4,-1318.3701
5,-1994.6795
6,-94335.2486
7,-7003.6955
8,-4361.3364